DFT (ωB97M-V with the def2-TZVPD basis set) results for a single C4H12NOS molecule.

Each line ends with the Löwdin charge.
Geometry (Å):
C1 0.87931 0.27221 -1.32505  -0.273
O1 1.17536 1.41858 -2.12072  -0.082
C2 0.14653 0.56198 -0.12031  -0.415
C3 0.20069 -0.65829 0.85312  -0.165
C4 -0.95910 -1.83946 0.62971  -0.518
S1 -2.64045 -1.41303 0.08950  0.635
N1 0.41373 1.91946 0.50348  0.096
H1 0.53642 -0.61450 -1.83001  0.137
H2 1.84902 0.12593 -0.91406  0.104
H3 1.68045 1.27270 -2.90672  0.077
H4 -0.88895 0.56723 -0.40659  0.083
H5 1.15858 -1.16452 0.83018  0.097
H6 0.24697 -0.22715 1.80418  0.044
H7 -0.81420 -2.66513 -0.06408  0.034
H8 -1.08391 -2.23489 1.67582  0.072
H9 -3.36483 -1.89727 1.17755  -0.117
H10 0.54643 2.77108 -0.19912  0.110
H11 1.25066 1.81625 1.07978  0.029
H12 -0.33273 1.98881 1.24335  0.052

Properties
Expectation value of S²: 0.751
E_tot: -687.591805 hartree
2S+1: 2
HOMO-LUMO gap (alpha / beta): 4.115 / 9.910 eV